118
Properties=species:S:1:pos:R:3 method="wB97M-V/def2-TZVPD" e_homo_ev="-10.03 / -10.79" e_lumo_ev="-2.229 / -4.484" homo_lumo_gap_ev="7.8 / 6.3" charge=+1 e_above_lowest_kj_mol=118.48 spin_multiplicity=3 s2=2.01
Ti 0.5210 1.1048 -0.8954
C 1.0365 -1.1846 -4.1899
Si 0.5007 -0.9891 -2.3443
C 1.7064 -2.1017 -1.2895
C 1.5716 -3.4779 -1.4607
C 2.2694 -4.3786 -0.6725
C 3.0640 -3.9100 0.3584
C 3.2293 -2.5452 0.5346
C 2.6099 -1.6332 -0.3121
P 2.9130 0.1897 -0.3470
C 4.5278 0.3149 -1.3226
C 5.8529 -0.0239 -0.6228
C 6.2189 -1.5049 -0.6520
C 6.2576 -2.0173 -2.0847
C 4.8786 -1.8297 -2.7052
C 4.4746 -0.3584 -2.6963
C 3.4511 1.1633 1.1927
C 4.2832 0.5879 2.3610
C 3.5730 0.6374 3.7130
C 3.0873 2.0453 4.0786
C 2.6790 2.8649 2.8478
C 2.2370 1.9494 1.7099
C -1.3558 -1.5833 -2.3295
C -1.6245 -2.6195 -3.2241
C -2.9122 -2.9662 -3.5888
C -3.9713 -2.2195 -3.1091
C -3.7332 -1.2134 -2.1918
C -2.4471 -0.9099 -1.7473
P -2.2053 0.2281 -0.2995
C -3.6733 1.4415 -0.3314
C -5.1253 1.0222 -0.0084
C -5.5993 1.4155 1.3911
C -5.5244 2.9259 1.6407
C -4.4508 3.5829 0.7729
C -3.2756 2.6370 0.5512
C -2.5756 -1.0314 1.0573
C -3.8390 -1.8872 1.0819
C -3.5842 -3.1061 1.9868
C -2.6395 -2.7802 3.1523
C -2.7784 -1.3218 3.5748
C -2.4203 -0.3624 2.4268
H 1.1610 -2.2348 -4.4373
H 1.9709 -0.6808 -4.4159
H 0.2781 -0.7718 -4.8491
H 0.9136 -3.8513 -2.2316
H 2.1729 -5.4368 -0.8528
H 3.5745 -4.6066 1.0047
H 3.8507 -2.1969 1.3441
H 4.5324 1.4013 -1.5097
H 5.8668 0.3398 0.4033
H 6.6320 0.5213 -1.1630
H 5.4839 -2.0871 -0.0997
H 7.1879 -1.6405 -0.1691
H 6.5368 -3.0727 -2.1000
H 7.0016 -1.4625 -2.6582
H 4.1627 -2.4322 -2.1454
H 4.8737 -2.1866 -3.7369
H 3.4758 -0.2438 -3.1126
H 5.1583 0.1853 -3.3507
H 4.0797 1.9084 0.6750
H 5.2044 1.1698 2.4510
H 4.5758 -0.4437 2.1656
H 4.2721 0.2915 4.4765
H 2.7409 -0.0649 3.7058
H 3.8716 2.5756 4.6176
H 2.2392 1.9578 4.7591
H 3.5201 3.4686 2.5044
H 1.8756 3.5539 3.1126
H 1.8228 2.5519 0.8780
H 1.4517 1.2760 2.0702
H -0.8074 -3.1758 -3.6587
H -3.0822 -3.7870 -4.2693
H -4.9778 -2.4238 -3.4398
H -4.5682 -0.6366 -1.8349
H -3.6556 1.7809 -1.3778
H -5.2719 -0.0486 -0.1230
H -5.7790 1.5167 -0.7322
H -5.0045 0.8909 2.1384
H -6.6302 1.0754 1.5103
H -5.2968 3.1008 2.6930
H -6.4895 3.3908 1.4409
H -4.0998 4.4973 1.2538
H -4.8680 3.8667 -0.1939
H -2.9033 2.3018 1.5217
H -2.4681 3.1839 0.0724
H -1.7570 -1.7402 0.9019
H -4.1013 -2.2355 0.0822
H -4.6732 -1.3134 1.4810
H -3.1570 -3.9187 1.3955
H -4.5393 -3.4603 2.3767
H -1.6080 -2.9806 2.8614
H -2.8639 -3.4301 3.9978
H -2.1555 -1.1213 4.4506
H -3.8133 -1.1551 3.8759
H -1.4054 0.0263 2.5294
H -3.0876 0.4955 2.4845
C -3.2674 4.7247 -3.2059
C -2.1217 4.1644 -2.4206
C -1.4462 4.9231 -1.4612
C -0.4833 4.3469 -0.6471
C -0.2075 2.9827 -0.7749
Br 1.9072 2.0973 -2.9133
N -0.8289 2.2981 -1.7517
C -1.7276 2.8374 -2.5644
H -3.3356 5.8019 -3.0795
H -4.2026 4.2835 -2.8565
H -3.1790 4.5029 -4.2661
H -1.6923 5.9712 -1.3525
H 0.0117 4.9433 0.1066
H -2.1414 2.2004 -3.3439
N 0.2445 -2.7131 1.2484
C 0.5093 -1.4451 1.6367
N 0.7748 -1.2799 2.9521
O 0.4733 -0.4838 0.8581
H 0.4346 -3.4913 1.8585
H 0.2218 -2.9131 0.2574
H 0.6998 -2.0437 3.6022
H 0.7252 -0.3511 3.3373